The following is a DFT calculation (ωB97M-V/def2-TZVPD) of a 4-piece molecular cluster, C35H37Cl8FN3O3P overall at a distorted geometry.

Results
SMILES   CNCc1c(CCCCn2cccc2)cc(-c2ccccn2)c2c1C(=O)c1c(c(F)cc(Cl)c1P(O)Cl)C2=O.ClCCCl.ClCCCl.ClCCCl
Kohn-Sham gap   5.7 eV

Structure (XYZ):
```
88
Properties=species:S:1:pos:R:3:forces:R:3:mulliken_charge:R:1
C -0.475217 -5.037797 1.031717 0.386 -0.569 0.752 -0.512
N -1.831184 -4.711079 0.446613 1.398 -0.230 -1.025 -0.090
C -1.760223 -3.719188 -0.693065 -1.334 1.084 -0.002 -1.068
C -1.234152 -2.229596 -0.162987 0.654 1.484 0.468 -0.161
C 0.308618 -1.758786 -0.564098 -2.409 3.181 2.374 0.670
C 1.377148 -2.658721 -1.422690 0.438 0.595 0.032 -0.042
C 2.255526 -1.761956 -2.517657 0.470 -0.527 -0.433 -0.335
C 3.528084 -2.673943 -3.083905 0.405 0.770 0.298 -0.524
C 4.795547 -2.527523 -2.005538 -0.596 0.176 0.003 -0.549
N 5.438126 -1.130960 -2.127148 1.777 4.669 0.659 0.234
C 6.171500 -0.505418 -3.294157 -0.064 2.711 2.382 -0.430
C 6.645635 1.030549 -2.960473 -2.441 -3.610 2.352 0.182
C 6.153896 1.361269 -1.418950 -1.151 -6.385 -3.466 -0.729
C 5.437968 -0.082524 -1.027685 1.377 2.883 -1.283 -0.185
C 0.771215 -0.254572 -0.012014 -4.010 -1.706 0.701 -0.717
C -0.299227 0.697368 0.851386 -0.397 -1.786 -0.791 0.144
C 0.274715 2.179344 1.351830 1.617 2.613 1.959 -0.112
C 1.257073 2.215602 2.647439 -0.134 1.829 -0.253 -0.163
C 1.908501 3.571563 3.350367 -3.723 0.394 -5.139 -0.386
C 1.425937 4.950334 2.533540 -0.730 -4.619 -0.588 -0.341
C 0.476500 4.695930 1.235272 0.926 -0.852 1.498 -0.101
N -0.084147 3.444931 0.651142 3.123 -0.324 4.498 -0.430
C -1.825374 0.206236 1.192609 1.709 -2.030 -1.646 0.288
C -2.294749 -1.314358 0.688030 2.991 1.853 -0.556 0.494
C -3.835753 -1.767330 1.106870 -0.230 -4.352 1.644 -0.067
O -4.099867 -2.986571 1.587724 1.253 8.069 -3.327 -0.369
C -4.986518 -0.566763 0.927483 -1.667 2.453 -0.203 0.035
C -4.515235 0.958897 1.425663 -2.489 -0.631 -1.184 0.220
C -5.586353 2.191872 1.279392 -0.608 -3.001 -0.842 0.226
F -5.200274 3.566298 1.698958 -1.467 -4.548 -1.486 -0.288
C -7.083874 1.880974 0.633393 1.401 -2.034 0.017 -0.366
C -7.548637 0.364641 0.104257 4.472 0.752 2.005 0.106
Cl -9.222103 0.022189 -0.676347 3.014 0.905 1.427 -0.167
C -6.488396 -0.873382 0.279969 0.408 4.195 0.576 0.130
P -6.849859 -2.712586 -0.249745 -0.197 -0.712 1.802 0.322
O -8.540447 -3.090288 0.077626 1.758 1.112 -2.861 -0.451
Cl -6.406964 -2.812862 -2.332264 -0.884 0.612 0.724 -0.259
C -2.957223 1.126515 2.011108 1.539 3.113 3.257 0.220
O -2.638448 1.958006 3.025061 -2.206 -5.402 -6.753 -0.516
H -0.673980 -5.700676 2.003408 0.572 1.396 -2.448 0.094
H 0.131544 -4.093843 1.401580 -1.509 -1.737 -0.877 0.181
H 0.186424 -5.618823 0.258298 -0.916 0.944 1.422 0.223
H -2.213117 -5.637341 0.096531 0.440 1.736 0.395 0.268
H -1.185558 -4.097029 -1.643286 -0.676 0.932 1.801 0.312
H -2.884884 -3.530127 -1.045630 2.395 -0.453 0.715 0.266
H 0.900396 -3.540889 -2.037000 0.674 1.816 1.542 0.118
H 2.143502 -3.115889 -0.634866 -1.681 0.870 -1.662 0.149
H 2.696103 -0.779384 -2.039982 -0.891 -2.016 -0.966 0.086
H 1.633034 -1.462526 -3.472393 0.912 -0.572 2.193 0.315
H 3.227243 -3.812859 -3.256955 0.666 2.480 0.507 0.312
H 3.888682 -2.208663 -4.118218 -0.791 -1.104 2.233 0.330
H 4.343686 -2.574409 -0.903618 1.198 0.034 -2.403 0.188
H 5.613427 -3.364053 -2.154387 -1.669 1.798 0.300 0.289
H 6.302641 -1.147662 -4.264069 -0.227 1.557 2.148 0.291
H 7.245694 1.741485 -3.696175 -1.616 -2.015 1.863 -0.120
H 6.307246 2.326165 -0.769484 -0.576 -2.438 -1.451 0.424
H 4.968908 -0.195566 0.055417 0.951 -0.378 -2.765 0.293
H 1.852311 0.141493 -0.234491 -2.439 -0.693 0.567 0.203
H 1.514626 1.171601 3.155338 -0.659 2.478 -1.253 0.294
H 2.617498 3.574565 4.280599 -1.615 -0.154 -2.047 0.313
H 1.772552 6.028875 2.898468 -0.966 -2.627 -1.095 0.270
H 0.178846 5.695307 0.649360 0.613 -2.643 1.335 0.283
H -7.889600 2.736898 0.506496 2.077 -1.863 0.377 0.297
H -9.008511 -3.174912 -0.808339 0.513 0.272 1.520 0.322
Cl 8.822159 2.691680 -1.226430 0.434 0.206 -0.132 -0.148
C 9.885947 3.791581 -2.139072 0.215 0.203 0.000 -0.447
C 9.194984 4.378609 -3.359856 0.086 0.268 0.305 -0.468
Cl 8.884390 3.151603 -4.612238 0.194 0.145 -0.162 -0.209
H 10.789496 3.238676 -2.414327 -0.262 0.068 -0.013 0.319
H 10.174180 4.593780 -1.452816 -0.090 -0.049 -0.191 0.305
H 9.831789 5.142531 -3.815239 -0.037 -0.169 0.085 0.335
H 8.240229 4.844410 -3.096242 0.173 -0.213 -0.028 0.321
Cl -6.345278 6.057532 -2.660590 -0.007 0.032 -0.028 -0.191
C -5.337233 6.057567 -1.191511 0.172 -0.043 0.293 -0.053
C -5.659439 7.225754 -0.272888 -0.063 -0.315 0.145 -0.414
Cl -5.170531 8.787790 -0.973947 -0.024 0.027 -0.036 -0.193
H -4.287344 6.065579 -1.500605 -0.260 0.093 0.034 0.333
H -5.532201 5.112871 -0.674710 -0.001 0.210 -0.011 -0.096
H -5.115863 7.117254 0.670099 -0.023 -0.050 -0.197 0.280
H -6.728938 7.275190 -0.045403 0.224 0.002 -0.165 0.328
Cl -0.234542 -5.237067 4.398284 0.048 0.064 0.281 -0.167
C -1.698471 -5.516717 5.374528 -0.304 -0.135 0.276 -0.398
C -2.819792 -6.145765 4.562565 -0.059 -0.060 0.105 -0.664
Cl -3.478798 -5.026053 3.345015 0.212 -0.202 0.195 0.003
H -2.003756 -4.560027 5.809744 0.051 -0.172 -0.228 0.303
H -1.410261 -6.185269 6.191548 -0.056 0.052 -0.181 0.326
H -3.647746 -6.419423 5.222924 0.193 0.063 0.011 0.365
H -2.483460 -7.050141 4.045838 0.022 0.224 0.103 0.318
```
Forces are in eV/Å.